Entry from the OMol25 dataset: the ion CH4N3O with charge -1 in a non-equilibrium geometry (the ωB97M-V functional and the def2-TZVPD basis).

```
9
Properties=species:S:1:pos:R:3:forces:R:3
C -1.2898 -0.2739 -0.0736 -0.4 -0.3 1.4
N -0.1260 0.5478 -0.0645 -0.7 1.7 -0.6
N 1.0615 -0.0062 -0.0091 -4.2 0.7 0.0
N 2.0497 0.7156 -0.0374 5.6 3.3 0.6
O 1.2094 -1.2248 0.0485 0.0 -2.9 -0.1
H -1.2383 -0.9156 0.8219 -0.5 -0.2 0.1
H -1.3979 -1.0155 -0.8974 -0.1 0.7 -0.1
H -2.2068 0.4262 0.0672 1.4 -1.3 -0.6
H 1.9383 1.7463 0.1443 -1.2 -1.8 -0.6
```
Positions in Å, forces in eV/Å.

As for the total charge: -1. The calculation puts the HOMO energy at -2.7 eV. For the LUMO energy, the calculation gives 4.72 eV. The HOMO-LUMO gap is 0.2735 Eh. The calculation puts the energy above the lowest of the compared OMol25 structures with the same formula, charge and spin at 0.6 kcal per mole. The SMILES is C[N-][N+]([NH-])=O.

natural (NBO) population analysis, charges in e, atoms 1 to 8: -0.435, -0.550, 0.443, -0.658, -0.599, 0.162, 0.158, 0.167

Entry from the OMol25 dataset: a structure of composition C16H30F12N2O14S4Zn in a non-equilibrium geometry (the ωB97M-V functional and the def2-TZVPD basis).

```
79
Properties=species:S:1:pos:R:3:forces:R:3
Zn -1.1974 0.0273 -0.5942 -0.1 0.1 -0.3
C -0.9381 -3.9587 -1.7534 -1.0 1.0 0.4
F -0.3907 -5.1302 -1.7785 1.3 -0.7 0.4
F -0.3238 -3.1447 -2.6578 -0.9 -0.7 0.7
F -2.2187 -4.1719 -2.0450 0.5 1.2 -0.1
S -0.6237 -3.1023 0.0152 2.8 -1.7 0.9
O -0.6389 -4.1688 1.0474 -0.8 2.6 -2.4
O 0.6505 -2.4732 -0.1051 1.0 0.4 -0.9
N -1.6313 -1.6748 0.0585 1.0 -5.4 0.7
S -2.9098 -2.3767 0.6885 -8.0 -0.2 -0.8
O -4.0766 -1.6354 0.1711 2.2 -0.1 1.6
O -3.1811 -3.8256 0.5398 2.1 2.6 0.5
C -2.6713 -1.9574 2.5331 -0.7 -1.4 0.4
F -2.8755 -0.6536 2.6471 -0.2 -0.3 0.2
F -3.5649 -2.7018 3.2605 0.9 1.4 -1.0
F -1.4578 -2.2449 3.0153 -0.3 0.2 -0.4
C -2.9676 2.6363 -3.5012 0.1 -1.2 0.1
F -3.2821 2.2053 -4.7215 -0.7 0.2 0.3
F -1.6591 2.7543 -3.5027 1.5 0.3 0.4
F -3.4999 3.7742 -3.2097 -0.6 0.5 -0.2
S -3.3717 1.2054 -2.2960 -3.1 -1.6 -0.1
O -4.8463 1.0924 -2.1612 4.0 0.7 0.0
O -2.7036 0.0768 -2.9289 0.4 1.0 1.0
N -2.4571 1.4928 -0.7935 -1.4 0.2 -3.3
S -3.3721 2.4723 0.0586 -4.0 1.6 4.1
O -4.1647 3.4029 -0.7119 1.0 -0.5 -0.5
O -4.1959 1.7483 1.0652 2.9 1.2 -1.5
C -2.1817 3.7825 0.9542 -2.0 -0.4 -3.4
F -2.8735 4.3493 1.8858 -0.8 1.1 0.5
F -1.2045 3.1840 1.4620 3.4 -1.8 1.7
F -1.6969 4.6841 0.0283 -0.9 -0.8 1.0
C 2.9894 1.2049 5.2377 -0.2 0.0 0.0
O 1.5908 0.9479 5.0219 0.0 0.7 0.2
C 0.7882 2.1541 5.0899 0.1 0.2 1.0
C -0.6871 1.9114 5.4497 1.7 -1.4 -0.4
O -1.4360 1.5698 4.3370 -0.8 0.9 -0.5
C -2.8487 1.7912 4.4623 0.4 -0.6 -1.0
H 3.5631 0.3117 5.4848 -0.6 -0.5 -0.4
H 3.1957 1.8276 6.1082 -0.5 0.5 0.0
H 3.4520 1.6504 4.3570 0.0 0.2 -0.1
H 0.9162 2.8180 4.2350 0.0 -0.2 -0.5
H 1.1096 2.7465 5.9466 0.5 0.0 0.2
H -1.0801 2.7726 5.9901 -0.1 0.0 0.1
H -0.5921 1.0032 6.0448 -0.4 0.1 1.0
H -3.1809 2.6531 5.0409 0.6 0.3 0.2
H -3.3215 0.9053 4.8863 -0.2 -0.1 -0.1
H -3.1235 1.9433 3.4186 -0.7 -0.2 0.2
C 2.7181 -5.1912 -3.7554 -0.4 1.1 -0.3
O 3.3353 -3.9603 -4.0787 -0.4 1.7 0.1
C 3.3999 -2.9286 -3.0879 0.7 -1.1 0.3
C 4.0668 -1.7236 -3.6905 0.3 1.0 0.2
O 3.8969 -0.6461 -2.7192 0.4 -0.2 -0.6
C 4.4237 0.5666 -3.2288 -0.6 -0.1 -1.2
H 3.4189 -5.7463 -3.1318 -0.4 -0.7 -0.2
H 2.4289 -5.5530 -4.7421 0.7 -0.9 0.2
H 1.7388 -5.0663 -3.2932 0.1 0.2 0.6
H 3.9821 -3.2990 -2.2442 0.5 0.0 0.1
H 2.5011 -2.6159 -2.5565 -0.9 -0.2 -0.7
H 3.7159 -1.4510 -4.6858 -1.2 0.2 0.0
H 5.1068 -1.8638 -3.9852 0.5 -0.3 0.9
H 3.9387 0.7408 -4.1893 0.1 0.0 -0.6
H 5.4960 0.5279 -3.4202 0.1 0.0 0.3
H 4.1313 1.4789 -2.7088 0.2 -0.5 0.9
C 0.5664 0.4675 1.9208 1.9 -0.4 0.4
O 0.1329 0.8803 0.6006 -0.7 -0.8 0.6
C 1.1149 1.5740 -0.1489 0.9 1.6 0.5
C 0.8547 1.6092 -1.6851 -0.2 -0.9 2.6
O 0.3242 0.2771 -1.8994 0.5 1.1 -2.3
C 0.5296 -0.0761 -3.2999 0.6 -1.9 0.3
H -0.0800 -0.0985 2.5914 -1.1 0.4 -0.9
H 0.9492 1.2954 2.5176 -0.3 0.4 -0.4
H 1.4133 -0.2065 1.7920 0.2 -0.1 -0.3
H 2.1017 1.1917 0.1124 0.0 -0.4 -0.3
H 1.0681 2.5805 0.2670 0.3 0.4 -0.3
H 1.7937 1.7595 -2.2177 -0.1 -0.2 0.0
H 0.1578 2.4195 -1.8993 -0.3 -0.3 -0.4
H 0.4127 -1.1559 -3.3923 -1.3 0.1 0.1
H 1.5988 -0.1615 -3.4936 0.3 1.3 0.1
H -0.0461 0.4952 -4.0281 0.0 0.0 0.4
```
Positions in Å, forces in eV/Å.

As for the total charge: 0. The calculation puts the HOMO energy at -10.0 eV. For the LUMO energy, the calculation gives -0.15 eV. The HOMO-LUMO gap is 0.3606 Eh.

Mulliken population analysis, charges in e, atoms 1 to 8: 0.219, 0.644, -0.213, -0.194, -0.210, 0.452, -0.517, -0.533

Entry from the OMol25 dataset: a structure of composition C16H35N6O4SV (the ωB97M-V functional and the def2-TZVPD basis).

```
63
Properties=species:S:1:pos:R:3:forces:R:3
V -0.0526 -0.3929 -0.1118 0.2 0.2 -0.3
C -1.1758 4.0712 0.6243 0.0 0.0 0.0
N -2.1932 3.0697 0.2691 0.0 0.1 0.1
C -3.5045 3.6101 -0.1272 0.0 0.0 -0.1
C -1.9070 1.8218 0.1256 0.0 0.0 0.0
O -0.7445 1.3300 0.4137 0.0 -0.1 0.1
C -2.9305 0.8241 -0.3647 0.0 0.0 0.1
O -2.1947 -0.4038 -0.5171 -0.1 0.1 -0.1
C -2.6201 -1.2595 -1.5832 0.1 0.0 0.1
C -1.4821 -2.2463 -1.7367 0.0 0.0 0.0
O -0.4717 -2.0648 -0.9607 -0.1 -0.2 0.0
N -1.5321 -3.2245 -2.5827 0.0 0.0 0.0
C -2.6834 -3.4698 -3.4670 0.0 0.0 0.0
C -0.4149 -4.1687 -2.7440 0.0 0.0 0.0
H -1.0491 4.7383 -0.2279 0.0 0.0 0.0
H -1.5303 4.6407 1.4805 0.0 0.0 0.0
H -0.2352 3.5866 0.8569 0.0 0.0 0.0
H -3.4834 3.8421 -1.1927 0.0 0.0 0.0
H -4.3039 2.9070 0.0929 0.0 0.0 0.0
H -3.6842 4.5191 0.4391 0.0 0.0 0.0
H -3.7291 0.6780 0.3671 0.0 0.0 0.0
H -3.3514 1.1522 -1.3148 0.0 0.0 0.0
H -3.5500 -1.7609 -1.3089 0.0 0.0 0.0
H -2.7496 -0.6820 -2.5020 0.0 0.0 0.0
H -3.4978 -2.7831 -3.2610 0.0 0.0 0.0
H -2.3614 -3.3448 -4.4995 0.0 0.0 0.0
H -3.0288 -4.4910 -3.3184 0.0 0.0 0.0
H 0.4474 -3.8228 -2.1865 0.0 0.0 0.0
H -0.7265 -5.1497 -2.3882 0.0 0.0 0.0
H -0.1740 -4.2328 -3.8032 0.0 0.0 0.0
C 0.9174 -3.3187 1.7648 0.0 -0.1 0.0
C -0.3976 -2.7528 2.2710 -0.1 0.1 0.0
C -0.4167 -2.6148 3.7895 0.0 0.0 0.0
C -1.5878 -3.5662 1.7824 0.0 -0.1 0.0
N -0.6088 -1.3507 1.6825 0.0 -0.1 0.2
N 0.3851 -0.3909 1.9272 0.0 0.0 -0.1
H 1.0120 -4.3424 2.1271 0.0 0.0 0.0
H 1.7920 -2.7880 2.1503 0.0 0.0 0.0
H 0.9493 -3.3409 0.6759 0.0 0.0 0.0
H -0.2978 -3.5991 4.2412 0.0 0.0 0.0
H -1.3652 -2.2071 4.1450 0.0 0.0 0.0
H 0.4017 -1.9933 4.1588 0.0 0.0 0.0
H -1.5833 -4.5307 2.2890 0.0 0.0 0.0
H -1.5399 -3.7494 0.7096 0.0 0.0 0.0
H -2.5378 -3.0875 2.0336 0.0 0.0 0.0
H -1.5075 -1.0105 2.0215 0.0 0.0 0.0
H 1.2625 -0.8085 2.2275 0.0 0.0 0.0
H 0.1026 0.3878 2.5165 0.0 0.0 0.0
S 0.2746 0.3820 -2.3713 0.0 0.0 0.1
C -0.8845 1.5852 -2.5533 0.1 0.0 0.0
N -1.7102 2.3877 -2.6318 0.0 0.0 0.0
C 4.2037 -2.1443 -0.4474 0.0 0.0 0.0
N 3.9698 -0.8014 -0.9894 0.0 -0.1 0.1
C 5.1012 -0.1955 -1.7108 0.0 0.0 0.0
C 2.8607 -0.1617 -0.8403 0.0 0.1 0.0
O 1.8559 -0.6231 -0.1690 -0.1 0.0 0.0
H 4.5333 -2.7919 -1.2578 0.0 0.0 0.0
H 3.2911 -2.5313 -0.0085 0.0 0.0 0.0
H 4.9899 -2.0911 0.3043 0.0 0.0 0.0
H 5.3487 -0.8205 -2.5663 0.0 0.0 0.0
H 5.9559 -0.1454 -1.0389 0.0 0.0 0.0
H 4.8404 0.8043 -2.0466 0.0 0.0 0.0
H 2.7958 0.8286 -1.2850 0.0 0.0 0.0
```
Positions in Å, forces in eV/Å.

As for the total charge: +3. The calculation puts the HOMO energy (spin up / spin down) at -18.0 / -18.0 eV. For the LUMO energy (spin up / spin down), the calculation gives -10.89 / -10.13 eV. The HOMO-LUMO gap (spin up / spin down) is 0.2600 / 0.2901 Eh. The calculation puts the energy above the lowest of the compared OMol25 structures with the same formula, charge and spin at 2.6 kcal per mole. As for the spin multiplicity: 2.

natural (NBO) population analysis, charges in e, atoms 1 to 8: 1.289, -0.424, -0.288, -0.431, 0.693, -0.663, -0.167, -0.520

Entry from the OMol25 dataset: a structure of composition C6H16N3O2 in a non-equilibrium geometry (the ωB97M-V functional and the def2-TZVPD basis).

```
27
Properties=species:S:1:pos:R:3:forces:R:3
C -1.1175 -1.9744 -0.6118 -1.1 2.4 -2.0
C 0.2606 -0.5066 1.7068 2.2 -1.0 -3.9
C -0.8404 1.6267 0.9215 1.1 1.8 -1.6
C 1.0731 1.6109 -1.1694 -2.5 -1.1 1.1
C -1.3934 -0.5377 -0.0961 -2.0 -0.3 -1.8
C -0.2493 0.3244 0.5142 -2.1 -1.5 -0.3
N 0.7122 0.3416 -0.5410 1.8 0.6 -0.1
N 2.8942 -1.0172 -0.6160 -0.8 -3.0 -1.4
N 2.4267 -0.1184 0.1822 -0.8 3.8 3.5
O 4.0315 -1.0966 -1.0783 2.0 0.7 -0.6
O 3.2127 0.9382 0.6142 1.1 -2.9 -1.8
H -0.2289 -1.8602 -1.1948 0.5 -0.4 -1.0
H -0.9735 -2.8065 0.0006 -0.2 -1.0 1.6
H -2.0151 -2.1066 -1.2795 1.2 -0.6 0.5
H 0.2768 -1.5513 1.2338 0.6 1.2 1.4
H 1.2488 -0.0648 1.8406 -0.1 -0.8 0.9
H -0.2905 -0.4856 2.5623 -1.9 0.2 2.1
H -1.3373 2.2196 0.0551 1.2 -0.8 1.5
H -1.5578 1.4989 1.6698 -1.3 -0.4 1.0
H 0.0073 2.1101 1.4248 -0.4 1.0 -0.3
H 1.3582 2.2865 -0.3892 0.0 1.0 0.0
H 1.8401 1.3898 -1.8372 1.3 0.0 -1.4
H 0.1422 1.9089 -1.6890 0.6 0.4 0.1
H -1.8268 0.0209 -1.0719 0.8 -1.0 2.4
H -2.2034 -0.6814 0.6471 0.3 0.9 -0.3
H 2.1646 -1.7198 -0.8730 0.5 0.6 0.3
H 4.2175 0.7475 0.4211 -2.1 0.3 -0.1
```
Positions in Å, forces in eV/Å.

As for the total charge: +1. The calculation puts the HOMO energy (spin up / spin down) at -12.6 / -14.1 eV. For the LUMO energy (spin up / spin down), the calculation gives -5.05 / -8.10 eV. The HOMO-LUMO gap (spin up / spin down) is 0.2782 / 0.2217 Eh. The calculation puts the energy above the lowest of the compared OMol25 structures with the same formula, charge and spin at 129.1 kcal per mole. As for the spin multiplicity: 3.

natural (NBO) population analysis, charges in e, atoms 1 to 8: -0.627, -0.569, -0.632, -0.461, -0.369, 0.028, -0.120, -0.025

Entry from the OMol25 dataset: an isolated molecule of C20H19N5O in a non-equilibrium geometry (the ωB97M-V functional and the def2-TZVPD basis).

```
45
Properties=species:S:1:pos:R:3:forces:R:3
C 3.3908 -1.1206 -0.7731 0.1 0.0 0.2
O 2.6266 -1.2837 -1.9462 -0.2 -0.1 -0.3
C 1.2839 -1.4246 -1.8255 -0.2 0.0 -0.2
C 0.6128 -1.7130 -0.6401 0.3 0.0 0.1
C -0.7680 -1.8030 -0.6318 -0.1 -0.1 -0.3
C -1.5138 -1.5884 -1.7825 -0.1 -0.3 -0.1
C -3.0153 -1.4994 -1.7304 0.1 0.2 0.2
C -3.4516 -0.2140 -0.9886 -0.2 -0.3 0.0
N -2.6129 0.9159 -1.3283 0.2 0.4 -0.4
C -1.4217 1.1160 -0.7024 -0.3 0.2 0.3
C -1.1478 0.9527 0.6453 0.0 0.1 -0.1
C 0.1569 1.1555 1.1253 -0.1 0.1 -0.7
C 0.4880 0.9374 2.5398 0.1 -0.1 0.5
C -0.4640 1.0592 3.5499 0.1 0.0 -0.2
C -0.1148 0.8412 4.8699 0.0 0.0 0.1
C 1.1850 0.4970 5.2017 0.0 0.0 0.0
C 2.1419 0.3865 4.2057 0.0 0.0 0.1
C 1.7982 0.6095 2.8868 -0.1 0.0 -0.1
N 1.1653 1.5050 0.3405 0.3 0.0 0.7
C 0.8949 1.7285 -0.9292 -0.7 -0.1 -0.5
N 1.6931 2.0997 -1.9170 0.7 0.1 0.3
C 0.8879 2.1488 -2.9798 -0.3 -0.1 0.3
N -0.3754 1.8359 -2.7611 -0.8 0.1 -0.9
N -0.3926 1.5704 -1.4489 1.0 0.1 0.4
C -0.8328 -1.3401 -2.9700 0.0 -0.1 0.2
C 0.5430 -1.2751 -2.9991 0.3 0.0 0.1
H 3.0160 -0.2820 -0.1790 0.0 0.0 0.0
H 3.4036 -2.0337 -0.1682 0.0 0.0 0.0
H 4.4011 -0.8993 -1.1122 0.0 0.0 0.1
H 1.1529 -1.8528 0.2831 0.1 0.0 0.1
H -1.2711 -2.0244 0.2991 -0.1 0.0 0.1
H -3.4414 -2.3613 -1.2139 -0.1 0.0 -0.1
H -3.4102 -1.4805 -2.7475 0.0 0.0 0.0
H -4.4843 0.0348 -1.2457 0.1 0.0 0.2
H -3.3941 -0.3686 0.0885 -0.1 0.0 0.0
H -2.5414 1.0933 -2.3256 0.1 0.0 0.1
H -1.9220 0.6131 1.3099 -0.1 0.0 0.0
H -1.4756 1.3527 3.3124 -0.1 0.0 0.0
H -0.8604 0.9443 5.6449 -0.1 0.0 0.1
H 1.4522 0.3239 6.2337 0.0 0.0 0.1
H 3.1594 0.1288 4.4601 0.1 0.0 0.0
H 2.5357 0.5392 2.1030 0.1 0.0 -0.1
H 1.2376 2.4256 -3.9539 0.0 0.1 -0.3
H -1.3875 -1.1803 -3.8836 -0.1 0.0 -0.1
H 1.0720 -1.0704 -3.9160 0.1 0.0 -0.1
```
Positions in Å, forces in eV/Å.

As for the total charge: 0. The calculation puts the HOMO energy at -8.2 eV. For the LUMO energy, the calculation gives 0.28 eV. The HOMO-LUMO gap is 0.3101 Eh. The calculation puts the energy above the lowest of the compared OMol25 structures with the same formula, charge and spin at 17.6 kcal per mole. The SMILES is COc1ccc(CCNc2cc(-c3ccccc3)nc3ncnn23)cc1.

natural (NBO) population analysis, charges in e, atoms 1 to 8: -0.258, -0.509, 0.385, -0.351, -0.134, -0.091, -0.432, -0.202

Entry from the OMol25 dataset: a structure of composition C24H27AsN9O4PRu in a non-equilibrium geometry (the ωB97M-V functional and the def2-TZVPD basis).

```
67
Properties=species:S:1:pos:R:3:forces:R:3
Ru 1.1593 0.2960 0.3023 0.0 0.3 0.7
N 0.2877 0.4545 3.7909 -0.1 -0.1 0.3
C 0.3419 1.6671 3.1514 0.2 0.8 -0.6
N -0.0333 2.8220 3.6991 0.0 -1.1 0.4
N 0.2015 3.7294 2.7564 0.1 0.6 -0.2
N 0.6934 3.1784 1.7046 0.1 0.8 -0.8
N 0.8014 1.8720 1.9016 -0.3 -2.0 -0.1
C 0.8728 -0.6995 3.3616 0.5 -0.3 -0.2
N 1.0896 -1.7521 4.1480 -0.5 1.0 0.3
N 1.6648 -2.6511 3.3641 0.4 -0.5 -0.4
N 1.8048 -2.1983 2.1703 0.6 -0.7 -0.6
N 1.3226 -0.9553 2.1124 -0.2 1.8 -0.7
H -0.0243 0.4574 4.7481 0.0 0.1 0.0
O -0.6446 0.8679 -0.8499 2.8 1.5 1.4
As -1.6868 -0.4331 -1.1038 -1.5 -1.9 -0.4
C 0.8953 -0.9404 -2.9862 -1.9 0.0 -1.6
C 0.6202 0.2332 -3.7435 0.5 -0.7 0.6
C -0.4659 0.3007 -4.5741 -0.6 -0.1 -0.3
C -1.3170 -0.7957 -4.7408 0.3 0.1 0.1
C -1.0624 -1.9616 -4.0344 0.0 0.0 -0.3
C -0.0083 -2.0274 -3.1491 0.9 0.4 -0.3
C -3.5180 0.3200 -0.9383 0.4 0.0 0.1
C -3.8237 1.6613 -0.7791 0.3 0.0 0.0
C -5.1434 2.0853 -0.8040 -0.1 0.0 0.0
C -6.1629 1.1655 -1.0015 -0.1 0.1 0.0
C -5.8649 -0.1804 -1.1601 -0.1 -0.1 0.0
C -4.5476 -0.5936 -1.1321 0.3 -0.1 0.0
C -1.6379 -1.3255 0.6682 -0.1 0.4 -0.4
C -1.0660 -2.5864 0.7730 -0.1 0.0 -0.1
C -1.0576 -3.2500 1.9882 -0.1 -0.1 0.0
C -1.6208 -2.6499 3.1032 0.0 0.0 0.0
C -2.1561 -1.3741 3.0116 -0.2 0.1 0.0
C -2.1616 -0.7116 1.7958 -0.2 0.1 0.2
H 1.2927 1.0751 -3.6574 0.0 0.1 0.1
H -0.6762 1.2170 -5.1121 0.0 0.0 0.0
H -2.1565 -0.7231 -5.4162 -0.1 0.0 0.0
H -1.7150 -2.8153 -4.1549 0.0 -0.1 0.0
H 0.1834 -2.9375 -2.5956 -0.1 0.0 0.1
H -3.0096 2.3627 -0.6404 0.0 0.1 0.0
H -5.3757 3.1357 -0.6770 0.0 0.0 0.0
H -7.1915 1.4991 -1.0335 -0.1 0.0 0.0
H -6.6564 -0.9050 -1.3153 0.0 0.0 0.0
H -4.2834 -1.6390 -1.2629 -0.1 -0.1 0.0
H -0.6261 -3.0398 -0.1088 0.0 -0.1 0.0
H -0.5980 -4.2234 2.0773 0.0 -0.1 0.0
H -1.6192 -3.1636 4.0532 0.1 0.0 0.1
H -2.5571 -0.8854 3.8908 0.0 0.0 0.0
H -2.5964 0.2797 1.7099 0.0 0.0 0.1
C 4.5561 -1.2883 0.3126 -0.3 -0.6 0.0
O 4.7267 0.1129 0.4525 -0.7 0.6 0.0
P 3.5364 1.1398 0.0742 0.7 -0.4 0.3
O 4.0772 1.6174 -1.3758 -0.4 -0.6 0.6
C 3.2801 2.5554 -2.0768 -0.4 0.3 -0.3
O 4.0966 2.4143 0.8896 -0.8 -0.4 -0.8
C 3.9710 2.5024 2.2977 -0.1 0.1 0.7
H 5.2321 -1.7645 1.0227 -0.1 0.0 -0.1
H 4.8142 -1.5914 -0.7040 0.0 0.0 0.0
H 3.5238 -1.5867 0.5468 0.3 0.0 -0.1
H 3.4973 2.4272 -3.1373 -0.1 0.1 0.0
H 3.5237 3.5719 -1.7643 0.0 0.0 0.0
H 2.2131 2.3789 -1.8866 0.1 0.1 -0.1
H 3.3571 3.3721 2.5464 0.0 -0.2 0.0
H 4.9749 2.6186 2.7109 -0.1 0.0 0.0
H 3.5143 1.6030 2.7202 0.0 0.1 0.0
C 1.9770 -1.0346 -2.1159 0.5 0.9 2.7
H 2.7839 -0.3243 -2.1796 0.3 -0.1 -0.3
H 2.1779 -1.9862 -1.6445 0.2 -0.1 0.0
```
Positions in Å, forces in eV/Å.

As for the total charge: -1. The calculation puts the HOMO energy (spin up / spin down) at -4.5 / -4.4 eV. For the LUMO energy (spin up / spin down), the calculation gives 0.87 / 0.54 eV. The HOMO-LUMO gap (spin up / spin down) is 0.1959 / 0.1800 Eh. As for the spin multiplicity: 2.

natural (NBO) population analysis, charges in e, atoms 1 to 8: 0.875, -0.593, 0.424, -0.384, -0.114, -0.131, -0.432, 0.461

no.,molar mass (g mol⁻¹)
1,74.06
2,896.05
3,458.50
4,162.21
5,345.41
6,712.50